1.
Computed, not measured: the molecule C5H9B, with ωB97M-V with the def2-TZVPD basis set.

Cartesian coordinates (Å):
C: -1.31 1.59 -0.72
B: -0.29 0.52 -0.31
C: 0.96 -0.02 -1.08
C: 1.59 -0.88 -0.29
C: 1.12 -1.00 1.10
C: -0.24 -0.24 1.15
H: -1.57 1.49 -1.70
H: -0.75 2.41 -0.35
H: -2.19 1.37 -0.09
H: 1.16 -0.15 -2.19
H: 2.57 -1.31 -0.63
H: 0.77 -1.98 1.29
H: 1.81 -0.56 1.82
H: -0.26 0.54 2.05
H: -1.02 -0.82 1.38

* SMILES string: CB1C=CCC1
* energy: -220.7105 hartree
* multiplicity: 1
* gap between HOMO and LUMO: 10.45 eV
* maximum force: 6.105 eV/Å
* charge: 0

=====

2.
Computed, not measured: a structure of composition C55H78BrN6O5PTl, with ωB97M-V with the def2-TZVPD basis set.

Cartesian coordinates (Å):
Tl: 0.14 -0.58 0.93
C: -2.98 -3.46 -3.23
N: -2.49 -3.53 -1.88
C: -3.06 -4.57 -1.03
C: -1.62 -2.66 -1.35
O: -1.31 -2.68 -0.16
C: -0.98 -1.61 -2.26
O: 0.35 -1.37 -1.84
C: 1.27 -2.39 -2.17
C: 2.06 -2.87 -0.95
O: 1.84 -2.46 0.18
N: 3.04 -3.76 -1.20
C: 3.26 -4.35 -2.50
C: 3.88 -4.24 -0.12
H: -3.81 -4.15 -3.35
H: -3.35 -2.45 -3.46
H: -2.21 -3.73 -3.96
H: -2.56 -4.52 -0.06
H: -4.13 -4.41 -0.90
H: -2.89 -5.55 -1.47
H: -1.00 -1.87 -3.33
H: -1.50 -0.66 -2.11
H: 0.76 -3.26 -2.60
H: 1.97 -1.99 -2.92
H: 2.45 -5.03 -2.78
H: 3.36 -3.58 -3.27
H: 4.19 -4.92 -2.47
H: 3.61 -3.69 0.78
H: 3.73 -5.31 0.04
H: 4.93 -4.05 -0.36
C: -3.31 -3.06 3.71
C: -3.93 -2.53 2.42
C: -5.45 -2.42 2.60
C: -3.44 -1.18 1.98
C: -2.99 -0.22 2.87
C: -2.74 1.08 2.47
C: -2.53 2.12 3.55
C: -1.49 1.67 4.59
C: -3.87 2.38 4.25
C: -2.89 1.45 1.12
C: -3.40 0.50 0.21
C: -3.62 -0.79 0.66
C: -3.93 0.77 -1.19
C: -5.46 0.84 -1.11
C: -3.40 2.00 -1.90
C: -2.78 2.90 0.79
C: -4.01 3.56 0.89
C: -4.13 4.93 0.73
C: -2.98 5.66 0.49
C: -1.76 5.03 0.37
C: -1.62 3.64 0.48
P: 0.05 2.81 0.28
C: 0.64 3.29 -1.51
C: 0.01 4.54 -2.10
C: 0.29 2.06 -2.37
C: 2.16 3.43 -1.56
C: 1.15 3.82 1.52
C: 0.30 4.02 2.77
C: 2.30 2.87 1.91
C: 1.75 5.17 1.13
H: -3.59 -4.10 3.84
H: -3.66 -2.50 4.58
H: -2.22 -2.99 3.67
H: -3.71 -3.25 1.62
H: -5.67 -1.69 3.37
H: -5.88 -3.38 2.89
H: -5.93 -2.09 1.68
H: -2.91 -0.47 3.92
H: -2.20 3.05 3.09
H: -1.22 2.51 5.22
H: -0.60 1.30 4.08
H: -1.87 0.88 5.23
H: -4.25 1.48 4.71
H: -4.61 2.74 3.53
H: -3.76 3.14 5.02
H: -4.03 -1.51 -0.03
H: -3.68 -0.11 -1.79
H: -5.77 1.73 -0.57
H: -5.87 -0.03 -0.60
H: -5.89 0.88 -2.11
H: -3.89 2.90 -1.55
H: -3.55 1.92 -2.97
H: -2.34 2.10 -1.70
H: -4.88 2.97 1.12
H: -5.09 5.40 0.82
H: -3.04 6.74 0.41
H: -0.89 5.63 0.19
H: -1.08 4.50 -2.07
H: 0.31 4.64 -3.15
H: 0.35 5.44 -1.59
H: -0.78 1.98 -2.53
H: 0.65 1.15 -1.91
H: 0.74 2.16 -3.36
H: 2.49 4.40 -1.21
H: 2.50 3.33 -2.59
H: 2.65 2.65 -0.97
H: -0.17 3.08 3.03
H: -0.47 4.77 2.61
H: 0.91 4.34 3.61
H: 1.90 1.91 2.26
H: 2.90 3.31 2.70
H: 2.96 2.66 1.07
H: 1.07 5.78 0.54
H: 2.69 5.05 0.59
H: 1.99 5.72 2.04
O: 0.58 -3.33 7.29
C: 0.64 -2.79 6.07
C: 0.94 -1.44 5.84
C: 0.98 -0.98 4.54
N: 0.73 -1.74 3.48
C: 0.45 -3.01 3.71
Br: 0.10 -4.07 2.18
C: 0.40 -3.60 4.96
H: 0.79 -2.69 7.98
H: 1.12 -0.77 6.67
H: 1.23 0.05 4.33
H: 0.16 -4.64 5.09
C: 3.37 -3.81 -6.45
C: 3.54 -2.56 -5.64
C: 2.53 -1.61 -5.60
C: 2.70 -0.42 -4.92
C: 3.90 -0.15 -4.25
N: 4.07 1.14 -3.72
C: 5.15 1.62 -3.01
O: 5.62 2.71 -3.23
N: 5.67 0.79 -2.01
C: 4.97 0.33 -0.90
C: 5.69 -0.01 0.24
C: 5.02 -0.40 1.39
C: 3.63 -0.40 1.37
N: 2.93 -0.09 0.29
C: 3.57 0.22 -0.82
C: 4.89 -1.12 -4.24
C: 4.71 -2.31 -4.94
H: 3.22 -3.56 -7.50
H: 2.49 -4.37 -6.12
H: 4.24 -4.46 -6.37
H: 1.61 -1.79 -6.13
H: 1.92 0.32 -4.93
H: 3.63 1.86 -4.27
H: 6.62 1.07 -1.78
H: 6.77 0.05 0.23
H: 5.57 -0.66 2.28
H: 3.06 -0.65 2.26
H: 2.95 0.42 -1.68
H: 5.83 -0.94 -3.74
H: 5.51 -3.03 -4.95

* energy: -5935.0860 hartree
* multiplicity: 1
* gap between HOMO and LUMO: 8.17 eV
* maximum force: 0.993 eV/Å
* charge: +1

=====

What is the gap between HOMO and LUMO in the first record?
10.45 eV

=====

Among the records above, which one has the highest gap between HOMO and LUMO?
C5H9B

=====

Among the records above, which one has the highest gap between HOMO and LUMO?
C5H9B

=====

What is the formula in the first record?
C5H9B